a | Computed, not measured: an isolated molecule of C7H7NO, with the ωB97M-V functional and the def2-TZVPD basis.

Element x y z (Å)
C  2.633  0.708  0.151
C  -2.493  -0.292  -0.020
H  -3.710  -0.143  0.195
H  2.199  1.195  0.780
C  -1.808  -1.508  0.075
N  -0.429  -1.573  0.016
C  1.738  -0.546  -0.110
H  -2.304  1.881  -0.106
H  2.436  1.210  -0.764
C  -1.770  0.871  -0.108
H  -0.069  1.878  -0.069
H  3.634  0.144  0.269
C  -0.354  0.803  -0.114
H  -2.235  -2.630  -0.003
C  0.253  -0.411  -0.057
O  2.280  -1.587  -0.135

- HOMO-LUMO gap (eV) = 9.636
- lowest unoccupied orbital energy (hartree) = 0.0068
- HOMO energy (eV) = -9.45
- charge = 0
- SMILES = CC(=O)c1ccccn1

b | Computed, not measured: an isolated molecule of C7H7NO, with the ωB97M-V functional and the def2-TZVPD basis.

Element x y z (Å)
H  -0.474  2.388  0.439
H  2.089  1.227  2.909
C  -0.671  0.176  0.256
C  1.131  0.687  2.212
C  0.310  -0.042  1.408
H  -0.670  -0.121  -1.880
O  -1.761  -1.029  0.284
C  0.045  -0.227  -1.164
C  0.325  -1.621  -0.893
C  -0.539  1.673  -0.330
N  0.757  1.152  -0.990
H  -1.281  1.858  -1.113
H  -1.038  -2.998  0.240
H  1.504  1.208  -0.162
H  1.134  -2.309  -0.965
C  -0.863  -2.022  -0.251

- HOMO-LUMO gap (eV) = 8.839
- lowest unoccupied orbital energy (hartree) = 0.0123
- HOMO energy (eV) = -8.50
- charge = 0
- SMILES = C#C[C@@]12CN[C@H]1C=CO2

c | Computed, not measured: an isolated molecule of C7H7NO, with the ωB97M-V functional and the def2-TZVPD basis.

Element x y z (Å)
H  2.595  -1.822  -0.679
O  0.078  2.756  -0.576
C  -1.944  0.075  0.810
C  1.626  -0.143  0.165
H  -2.849  0.686  0.725
H  3.539  -0.238  -0.516
H  -1.947  -0.130  1.835
C  -1.961  -1.129  -0.061
H  -0.172  3.711  -0.716
C  2.817  -0.931  0.053
C  -1.972  -2.040  -0.848
H  -1.753  -2.963  -1.430
C  -0.757  0.922  0.205
H  3.223  -1.190  1.102
N  -1.044  2.090  -0.133
C  0.521  0.344  0.065

- HOMO-LUMO gap (eV) = 10.040
- lowest unoccupied orbital energy (hartree) = 0.0322
- HOMO energy (eV) = -9.16
- charge = 0
- SMILES = C#CC/C(C#CC)=N/O

d | Computed, not measured: an isolated molecule of C7H7NO, with the ωB97M-V functional and the def2-TZVPD basis.

Element x y z (Å)
H  2.412  -0.921  -0.667
H  2.878  0.984  -0.665
N  0.362  -0.579  0.104
H  3.362  -0.090  0.726
C  -2.160  1.457  0.214
C  2.618  0.063  -0.146
H  -0.362  1.441  1.522
C  -1.747  -1.266  0.172
C  -2.888  -0.778  -0.376
H  -3.689  -1.476  -0.800
C  -2.622  0.536  -0.660
H  -2.588  2.435  -0.002
O  1.380  0.400  0.385
C  -1.137  1.013  0.985
H  -1.343  -2.380  0.047
C  -0.772  -0.327  0.555

- HOMO-LUMO gap (alpha / beta) (eV) = 7.361 / 7.398
- lowest unoccupied orbital energy (alpha / beta) (hartree) = -0.0111 / -0.0312
- HOMO energy (alpha / beta) (eV) = -7.66 / -8.25
- charge = 0

List of relative energies, unit kJ/mol: a 0.0; b 627.5; c 296.7; d 471.8

a | Computed, not measured: a 2-piece molecular cluster, C4H10NO3 overall, with the ωB97M-V functional and the def2-TZVPD basis.

Element x y z (Å)
O  2.003  1.719  1.591
O  0.672  1.005  -2.768
H  -2.677  -0.043  -0.100
H  -0.213  -1.323  1.887
C  0.405  0.769  -1.579
C  -1.750  -0.025  0.454
H  -2.010  -0.227  1.493
O  0.583  1.535  -0.589
H  0.432  -1.364  -1.663
H  -1.073  -0.682  -2.112
H  -1.355  0.998  0.434
H  0.592  -2.333  0.654
N  -0.849  -1.028  -0.069
C  -0.289  -0.611  -1.365
H  1.035  -0.607  0.866
C  0.214  -1.333  0.888
H  1.476  1.478  0.787
H  2.803  2.072  1.190

- HOMO-LUMO gap (eV) = 8.117
- lowest unoccupied orbital energy (hartree) = 0.1473
- HOMO energy (eV) = -4.11
- charge = -1

b | Computed, not measured: a 2-piece molecular cluster, C4H10NO3 overall, with the ωB97M-V functional and the def2-TZVPD basis.

Element x y z (Å)
H  2.747  0.236  0.011
H  0.485  2.392  1.639
H  0.418  -1.665  -0.171
O  -1.272  -3.151  -1.489
O  -1.331  1.734  2.295
H  0.757  -1.330  -1.827
C  -0.467  1.908  1.319
H  -0.916  2.360  0.433
C  0.006  -1.153  -1.046
H  -2.156  -1.351  -1.460
H  -0.583  -0.035  1.381
N  0.042  0.498  0.770
H  0.375  0.967  -1.171
H  -1.355  0.460  -0.867
O  2.828  -0.173  0.883
C  -1.229  -1.952  -1.367
C  -0.294  0.301  -0.622
H  1.946  -0.047  1.287

- HOMO-LUMO gap (eV) = 6.610
- lowest unoccupied orbital energy (hartree) = 0.1302
- HOMO energy (eV) = -3.07
- charge = -1

List of relative energies, unit kJ/mol: a 0.0; b 215.5

a | Computed, not measured: an isolated molecule of H3NO, with the ωB97M-V functional and the def2-TZVPD basis.

Element x y z (Å)
H  -0.342  0.639  0.904
O  -0.593  -0.361  -0.739
H  -0.414  -1.211  -0.465
H  1.160  0.383  0.264
N  0.189  0.550  0.036

- HOMO-LUMO gap (eV) = 10.814
- lowest unoccupied orbital energy (hartree) = 0.0390
- HOMO energy (eV) = -9.75
- charge = 0
- SMILES = NO

b | Computed, not measured: an isolated molecule of H3NO, with the ωB97M-V functional and the def2-TZVPD basis.

Element x y z (Å)
H  0.496  0.758  -0.847
N  0.065  -0.099  -0.577
H  0.693  -0.810  -0.197
H  -0.393  0.060  1.239
O  -0.861  0.091  0.382

- HOMO-LUMO gap (eV) = 10.218
- lowest unoccupied orbital energy (hartree) = 0.0347
- HOMO energy (eV) = -9.27
- charge = 0
- SMILES = NO

List of relative energies, unit kJ/mol: a 5.1; b 0.0

a | Computed, not measured: a 2-piece molecular cluster, C3H10N2O overall, with the ωB97M-V functional and the def2-TZVPD basis.

Element x y z (Å)
C  0.695  2.470  0.277
H  -1.515  -1.583  -0.101
H  1.235  -2.454  -1.652
H  0.375  -0.186  -0.859
C  0.028  1.463  0.993
H  0.003  0.145  2.615
C  -0.170  -0.985  -1.344
H  1.011  1.486  2.807
H  0.831  2.484  -0.800
H  1.087  3.365  0.766
H  -0.965  1.091  0.741
N  0.369  -2.319  -1.151
N  0.600  0.820  2.156
O  -1.502  -0.976  -0.849
H  -0.227  -0.712  -2.402
H  -0.351  -2.966  -1.446

- <S²> = 0.755
- HOMO-LUMO gap (alpha / beta) (eV) = 2.985 / 5.451
- lowest unoccupied orbital energy (alpha / beta) (hartree) = 0.1441 / 0.1384
- HOMO energy (alpha / beta) (eV) = 0.94 / -1.68
- charge = -1
- multiplicity = 2

b | Computed, not measured: a 2-piece molecular cluster, C3H10N2O overall, with the ωB97M-V functional and the def2-TZVPD basis.

Element x y z (Å)
H  -1.825  1.221  -0.909
H  0.278  2.015  -0.357
H  -1.641  0.043  0.467
H  0.820  0.373  -0.576
C  -1.312  0.995  0.047
C  2.124  -1.337  -0.372
O  2.370  -0.575  -1.378
H  -2.564  1.724  1.466
H  -1.763  2.903  0.594
N  0.121  1.030  -0.203
N  -1.688  2.007  1.051
H  -0.032  -1.492  -0.544
H  0.492  -2.119  0.979
H  0.918  -3.042  -0.538
H  2.916  -1.695  0.343
C  0.786  -2.051  -0.071

- <S²> = 0.754
- HOMO-LUMO gap (alpha / beta) (eV) = 3.246 / 6.793
- lowest unoccupied orbital energy (alpha / beta) (hartree) = 0.1388 / 0.1386
- HOMO energy (alpha / beta) (eV) = 0.53 / -3.02
- charge = -1
- multiplicity = 2

c | Computed, not measured: a 2-piece molecular cluster, C3H10N2O overall, with the ωB97M-V functional and the def2-TZVPD basis.

Element x y z (Å)
N  0.451  -0.077  -0.065
H  1.230  2.012  -1.115
H  -0.558  -0.263  -1.703
H  0.673  0.705  0.415
H  1.195  -0.295  -2.097
H  0.652  2.006  -2.764
H  0.579  -1.990  -0.574
H  -0.529  2.139  -1.387
N  0.616  -1.998  1.528
O  -1.861  0.978  1.416
H  0.557  -1.273  2.290
C  0.582  -1.392  0.359
C  0.376  0.180  -1.542
H  -2.198  0.650  2.259
C  0.394  1.649  -1.761
H  -2.295  0.390  0.770

- <S²> = 0.750
- HOMO-LUMO gap (alpha / beta) (eV) = 2.835 / 9.271
- lowest unoccupied orbital energy (alpha / beta) (hartree) = 0.1441 / 0.1445
- HOMO energy (alpha / beta) (eV) = 1.09 / -5.34
- charge = -1
- multiplicity = 2

List of relative energies, unit kJ/mol: a 145.1; b 23.6; c 0.0

a | Computed, not measured: a 3-piece molecular cluster, C6H15N overall, with the ωB97M-V functional and the def2-TZVPD basis.

Element x y z (Å)
H  3.783  -0.584  -0.860
H  -0.558  -0.473  2.427
H  -3.106  -1.141  -0.248
H  -1.560  2.220  -2.416
H  0.423  -0.796  -1.069
C  -1.438  -0.299  1.813
C  -1.014  2.000  -1.506
H  -1.497  2.310  -0.575
N  3.548  0.346  -0.546
C  0.234  -0.742  0.006
C  -1.128  -0.682  0.384
H  1.773  -1.148  1.523
H  -1.759  0.742  1.830
H  -1.762  -1.201  -1.548
H  -2.268  -0.838  2.275
H  -0.872  0.968  -1.214
C  1.402  -0.429  0.788
H  -0.019  2.434  -1.608
H  1.165  0.425  1.451
H  3.289  1.107  -1.152
C  -2.088  -0.937  -0.550
H  2.352  -0.185  0.073

- HOMO-LUMO gap (eV) = 4.983
- lowest unoccupied orbital energy (hartree) = -0.0689
- HOMO energy (eV) = -6.86
- charge = 0

b | Computed, not measured: an isolated molecule of C6H15N, with the ωB97M-V functional and the def2-TZVPD basis.

Element x y z (Å)
H  1.138  1.543  -1.332
H  0.574  -1.069  2.413
C  1.280  -1.932  0.611
C  -0.450  -0.311  -0.015
H  -2.626  1.845  -1.559
H  -0.106  2.632  -1.906
H  0.117  2.467  -0.193
H  -2.219  1.833  0.156
C  0.133  1.902  -1.127
H  -1.223  -1.078  -0.047
C  -0.831  0.725  -1.088
H  0.515  -2.708  0.679
C  1.549  -1.360  2.020
H  2.228  -0.510  2.051
H  2.214  -2.344  0.240
H  -2.923  0.376  -0.696
C  -2.246  1.227  -0.746
H  1.880  -2.190  2.648
N  0.772  -1.016  -0.396
H  1.450  -0.323  -0.685
H  -0.845  0.133  -1.999
H  -0.380  0.158  0.972

- HOMO-LUMO gap (eV) = 9.759
- lowest unoccupied orbital energy (hartree) = 0.0419
- HOMO energy (eV) = -8.62
- charge = 0
- SMILES = CCNCC(C)C

c | Computed, not measured: C6H15N as an isolated structure, with the ωB97M-V functional and the def2-TZVPD basis.

Element x y z (Å)
H  0.803  -2.627  0.488
C  -2.020  1.087  1.219
H  0.358  0.219  1.218
H  -0.240  -2.130  1.847
H  -2.464  0.095  1.325
C  0.644  -1.876  1.268
C  0.649  -0.547  0.515
H  2.853  -0.275  0.706
H  0.778  -0.392  -3.767
H  1.534  -1.966  1.890
C  -0.831  0.495  -0.979
C  -1.691  1.342  -0.209
H  -1.199  1.114  1.931
H  -0.421  1.583  -0.281
H  -2.782  1.776  1.576
H  -2.057  2.286  -0.587
C  2.044  -0.243  -0.025
H  -1.053  0.658  -2.046
N  -0.272  -0.626  -0.622
H  1.099  0.143  -4.185
H  1.948  0.770  -0.431
H  2.318  -0.884  -0.847

- HOMO-LUMO gap (eV) = 8.482
- lowest unoccupied orbital energy (hartree) = 0.0297
- HOMO energy (eV) = -7.67
- charge = 0

List of relative energies, unit kJ/mol: a 581.4; b 0.0; c 410.5

a | Computed, not measured: an isolated molecule of C6H15N, with the ωB97M-V functional and the def2-TZVPD basis.

Element x y z (Å)
H  -1.651  0.605  1.489
C  2.057  1.654  -1.521
H  1.689  2.379  -0.806
C  -1.589  -0.408  1.069
H  3.113  1.457  -1.340
H  1.950  -0.491  -1.463
N  -0.770  -0.334  -0.137
H  0.945  -1.218  1.643
H  -3.064  -2.013  1.214
H  -1.104  -1.010  1.855
C  1.265  0.338  -1.327
H  0.390  1.264  0.372
H  1.946  2.038  -2.530
H  1.821  0.246  1.823
C  -2.945  -1.033  0.737
H  -3.751  -0.443  1.150
C  1.452  -0.443  1.060
H  -3.116  -1.095  -0.335
H  -0.774  -1.243  -0.586
C  0.549  0.236  0.020
H  0.571  0.176  -2.162
H  2.339  -0.925  0.649

- HOMO-LUMO gap (eV) = 9.776
- lowest unoccupied orbital energy (hartree) = 0.0446
- HOMO energy (eV) = -8.56
- charge = 0
- SMILES = CCN[C@@H](C)CC

b | Computed, not measured: an isolated molecule of C6H15N, with the ωB97M-V functional and the def2-TZVPD basis.

Element x y z (Å)
H  -2.338  -0.333  0.747
N  0.282  -0.979  0.747
C  -0.820  1.191  0.608
H  -0.669  2.169  0.150
H  -0.704  1.301  1.686
H  1.356  -0.288  -1.852
H  -2.968  1.319  0.641
H  -0.922  -2.246  -0.513
C  0.092  -2.295  -0.131
C  -2.193  0.639  0.283
H  2.641  0.392  0.177
C  0.483  0.237  -1.467
H  1.810  1.960  0.200
H  0.531  1.259  -1.840
H  1.069  -1.177  1.357
H  -2.331  0.526  -0.791
H  0.212  -3.125  0.564
C  0.488  0.251  0.060
H  -0.416  -0.221  -1.866
H  1.811  0.939  1.635
H  0.815  -2.448  -0.940
C  1.769  0.930  0.547

- HOMO-LUMO gap (eV) = 9.433
- lowest unoccupied orbital energy (hartree) = 0.0377
- HOMO energy (eV) = -8.41
- charge = 0
- SMILES = CCC(C)(C)NC

List of relative energies, unit kJ/mol: a 0.0; b 12.9